(1)
A molecular structure, C43H36BrCdN12O3S. Source: the OMol25 dataset; level of theory: ωB97M-V/def2-TZVPD.

```
97
Properties=species:S:1:pos:R:3:forces:R:3:lowdin_charge:R:1
Cd 0.8470 0.6331 -0.6856 -0.2 -0.2 0.0 1.4380
Br -0.7663 -3.6159 -7.6573 0.0 0.0 0.0 0.6818
S -1.3915 2.7884 1.0017 0.2 -0.1 -0.2 0.6128
O 0.4884 -1.3216 -1.7717 0.1 0.0 0.0 -0.1377
O -0.4191 -0.2188 0.9995 0.0 0.3 0.1 -0.1370
O 0.5193 -0.1450 -3.6760 -0.1 0.0 0.0 -0.0128
N -1.4231 0.8587 -1.7519 0.2 0.1 -0.1 0.0736
N 2.2314 2.6300 1.4299 -0.1 0.0 0.0 0.1089
N 3.3937 -1.8662 -1.0677 -0.1 0.0 0.0 0.1526
N -2.3988 1.9091 -3.4819 0.0 0.0 0.0 0.1329
N -2.2017 0.5177 2.3286 0.0 -0.1 0.0 0.0838
N -3.1115 0.8348 -3.0972 0.0 0.0 0.0 0.0325
N 0.7660 2.5981 -1.8804 -0.2 0.0 0.0 0.0636
N 3.2912 0.1204 -2.4335 0.1 -0.1 0.1 0.1083
N -2.8189 2.4947 3.2137 -0.1 0.0 0.0 -0.1412
N 0.6219 4.9198 -3.3832 0.0 0.0 0.0 0.0883
N 2.5081 -0.2019 0.5002 0.3 -0.1 0.1 0.0321
N 2.0997 0.6303 2.7584 -0.2 0.0 0.0 0.1568
C 0.2802 -2.5010 -3.7996 0.1 0.0 0.0 -0.1253
C 1.7127 4.7235 2.5017 0.0 0.0 0.0 -0.0963
C 2.3635 -0.2629 1.8737 0.2 0.1 -0.1 -0.3306
C -0.3524 4.0224 -3.3985 0.0 0.0 0.0 -0.0589
C 3.4432 0.6204 -3.6626 0.0 0.0 0.1 -0.1728
C -0.2227 -3.6536 -5.8292 0.0 0.0 0.0 -0.6806
C -1.4701 -4.1423 1.4530 0.0 0.0 0.0 -0.0839
C -4.0599 4.5350 2.4785 0.0 0.0 0.0 -0.0933
C 2.7675 -3.6073 3.6607 0.0 0.0 0.0 -0.0906
C 1.4345 2.6828 3.6878 0.0 0.0 0.0 -0.0295
C 0.0461 -4.8773 -5.2388 0.0 0.0 0.0 -0.1469
C -2.4159 -4.4955 2.4073 0.0 0.0 0.0 -0.1086
C 2.6348 -1.6492 2.3354 -0.1 0.0 0.0 -0.1113
C -1.1692 -2.8063 1.2332 0.0 0.0 0.0 -0.0180
C 1.6688 4.6530 -2.6038 -0.1 0.0 -0.1 -0.1140
C 0.4493 -1.2004 -3.0331 -0.2 0.0 0.0 -0.6586
C -2.5090 0.2102 -2.0679 -0.1 0.0 0.0 -0.1233
C -0.2932 2.8528 -2.6439 0.0 0.1 0.0 -0.2002
C -2.9060 3.9431 3.2827 0.0 0.0 0.0 -0.2835
C 3.7051 -2.0362 -3.3842 0.0 -0.1 0.0 -0.0322
C 1.7450 3.4944 -1.8534 0.2 -0.1 0.0 -0.1288
C 3.4421 -1.2025 -2.2819 0.1 0.1 0.0 -0.3574
C 3.8218 -1.4998 -4.6426 0.0 0.0 -0.1 -0.0807
C -1.8145 -1.8113 1.9647 0.0 0.0 0.0 -0.1253
C 3.7053 -0.1234 -4.7933 0.0 0.0 0.0 -0.0869
C 3.1697 -4.3319 2.5384 0.0 0.0 0.0 -0.0931
C -3.5607 1.7289 4.2127 0.0 0.0 -0.1 -0.2237
C -1.3859 1.8754 -2.6436 0.0 0.0 0.1 -0.3563
C 3.0294 -2.3633 1.2265 0.0 0.0 0.0 -0.1114
C -1.4269 -0.3694 1.7089 0.0 -0.1 0.0 -0.4626
C -0.1017 -2.4645 -5.1354 0.0 0.0 0.0 -0.0713
C -2.7669 -2.1693 2.9127 0.0 0.0 0.0 -0.0351
C -4.8846 1.1690 3.6993 0.0 0.0 0.0 -0.0871
C 0.4347 -4.8995 -3.9052 0.0 0.0 0.0 -0.0768
C 1.3384 4.0517 3.6606 -0.1 0.0 0.0 -0.0949
C -3.0653 -3.5063 3.1349 0.0 0.0 0.0 -0.0980
C 2.1299 3.9624 1.4303 0.0 -0.1 0.0 -0.1891
C 0.5431 -3.7189 -3.1849 -0.1 0.0 0.0 -0.0241
C 2.9911 -1.4234 0.0726 0.0 0.0 -0.1 -0.3214
C 3.3117 -3.7132 1.3003 0.1 -0.1 0.0 -0.0199
C 2.5002 -2.2452 3.5733 0.0 0.0 0.1 -0.0140
C 1.9118 1.9875 2.5610 0.1 -0.1 -0.1 -0.3520
C -2.1376 1.8560 2.2092 0.1 0.1 0.1 -0.7579
H -2.9329 0.9121 4.5653 0.0 0.0 0.0 0.1035
H -4.6930 0.4885 2.8709 0.0 0.0 0.0 0.0571
H 0.9784 4.5956 4.5255 0.0 0.0 0.0 0.0998
H 0.8401 -3.7140 -2.1444 0.0 0.0 0.0 0.1138
H -5.5397 1.9693 3.3514 0.0 0.0 0.0 0.0565
H -3.8024 -3.7796 3.8808 0.0 0.0 0.0 0.0926
H 2.6496 -4.1179 4.6087 0.0 0.0 0.0 0.0928
H -5.3994 0.6221 4.4932 0.0 0.0 0.0 0.0677
H 3.8033 -3.0978 -3.2036 0.0 0.0 0.0 0.1053
H -2.6446 -5.5394 2.5868 0.0 0.0 0.0 0.0916
H -1.2169 4.2201 -4.0185 0.0 0.0 0.0 0.1138
H 2.1835 -1.6662 4.4311 0.0 0.0 0.0 0.1085
H -3.9681 4.2298 1.4365 0.0 0.0 0.0 0.0495
H 2.4074 4.4613 0.5077 0.0 0.0 0.0 0.0772
H 2.4675 5.3839 -2.5827 0.0 0.0 0.0 0.1059
H -0.4343 -2.5103 0.4939 0.0 0.0 0.0 0.1001
H 2.5957 3.2555 -1.2263 0.0 0.0 0.0 0.0992
H 3.3644 -5.3934 2.6339 0.0 0.0 0.0 0.0918
H -1.9657 4.3535 2.9198 0.0 0.0 0.0 0.0586
H 3.9976 -2.1392 -5.4992 0.0 0.0 0.0 0.1021
H -3.2600 -1.3857 3.4722 0.0 0.0 0.0 0.0895
H -4.0273 5.6263 2.5239 0.0 0.0 0.0 0.0679
H -0.2827 -1.5065 -5.6031 0.0 0.0 0.0 0.1099
H -2.8897 -0.6753 -1.5850 0.0 0.0 0.0 0.1412
H -3.7479 2.4001 5.0529 0.0 0.0 0.0 0.1054
H 3.3465 1.6953 -3.7510 -0.1 0.1 0.0 0.0910
H 3.6219 -4.2606 0.4193 0.0 0.0 0.0 0.1057
H 0.6556 -5.8489 -3.4329 0.0 0.0 0.0 0.1003
H -3.0158 4.2095 4.3368 0.0 0.0 0.0 0.1053
H -3.9512 0.5883 -3.5900 0.0 0.0 0.0 0.1492
H -0.9602 -4.9105 0.8842 0.0 0.0 0.0 0.0972
H -0.0425 -5.7913 -5.8098 0.0 0.0 0.0 0.0912
H 3.7932 0.3556 -5.7588 0.0 0.0 0.0 0.0938
H -5.0261 4.2053 2.8654 0.0 0.0 0.0 0.0562
H 1.6580 5.8008 2.4224 0.0 0.0 0.0 0.0925
H 1.1644 2.1031 4.5594 0.0 0.0 0.0 0.1052
```
Forces are in eV/Å.

Results
HOMO   -4.855 eV
Gap between HOMO and LUMO   6.8 eV
Total charge   -1
ΔE to the lowest compared entry with this formula, charge and spin   83.37 kJ/mol

(2)
14 unconnected molecules or ions with the total composition H29O14 in a non-equilibrium geometry. Source: the OMol25 dataset; level of theory: ωB97M-V/def2-TZVPD.

```
43
Properties=species:S:1:pos:R:3:forces:R:3:nbo_charge:R:1
O -1.5882 -0.2329 -2.1621 -1.5 3.8 0.6 -0.9796
O -2.6799 3.7104 -0.0531 4.2 2.5 -1.0 -0.9080
O 5.1141 1.9564 0.3516 4.1 1.5 -7.6 -0.9280
O 0.6742 -0.7726 1.1941 -0.1 -1.0 -1.0 -0.9785
O -2.7452 -2.7551 -1.9818 -1.3 1.6 -0.2 -0.9776
O -1.2381 -3.1194 0.5463 1.2 -0.3 1.2 -1.0017
O -2.2677 -0.6533 3.6569 -0.6 -1.3 2.0 -0.9608
O 2.6497 -0.0790 -1.0416 -5.3 3.1 -1.8 -0.9640
O -3.7338 0.7468 0.9120 -2.6 -1.6 -0.7 -0.9428
O 2.9407 -3.9814 -0.6984 1.4 0.9 2.0 -0.9180
O 0.7517 1.6721 2.9313 -4.1 2.2 3.2 -0.9572
O -1.1172 1.8926 -0.6174 1.6 -3.6 -4.1 -1.0112
O 3.2021 0.1468 -3.8930 1.8 -1.3 0.7 -0.9412
O 1.0595 1.5956 0.4518 -0.3 -2.1 -3.2 -0.8294
H 1.1900 1.4212 3.7518 0.6 -0.4 -0.2 0.4899
H -0.1076 2.1347 3.4636 3.2 -1.7 -2.6 0.4794
H -1.3495 -0.9025 -1.5843 0.8 -2.4 0.6 0.5012
H 0.3395 1.3428 1.0768 0.5 0.4 0.1 0.5590
H 0.5444 -1.3780 0.4250 0.1 0.3 1.0 0.5038
H -1.5281 -2.8960 1.4674 -0.4 0.1 -1.9 0.4961
H 3.4797 -0.3679 -1.1457 4.9 -2.0 -0.2 0.4664
H -0.0797 -0.9517 1.7633 -0.1 0.0 0.2 0.4988
H -1.5048 -0.2847 -3.0821 0.7 -1.1 -1.6 0.4964
H -2.8734 0.0064 3.3282 -0.3 0.4 0.1 0.4684
H -2.6954 -1.0343 4.5041 1.0 1.0 -2.1 0.4935
H -3.4554 3.4722 0.2817 -5.7 -2.2 1.7 0.4681
H 4.6956 1.7401 1.0717 -3.7 -2.5 5.9 0.4608
H 2.7019 -4.1703 0.2278 -1.0 -0.6 -0.5 0.4638
H -1.7205 2.3957 -0.1556 -2.1 2.3 1.6 0.4965
H 5.1864 1.2419 -0.3370 -0.4 1.1 1.8 0.4680
H -4.5533 0.5148 0.3597 1.7 1.1 0.4 0.4791
H -3.9178 0.0138 1.5317 0.8 0.4 0.2 0.4642
H 0.4809 1.6492 -0.4752 0.3 0.7 2.5 0.5619
H -2.1315 -3.3610 -2.3736 0.3 -0.5 -0.9 0.4889
H 4.1582 -0.1428 -3.8304 -1.6 0.0 -0.1 0.4794
H 1.4555 0.6370 0.3061 0.0 1.8 0.6 0.5753
H 3.7511 -3.5040 -0.3844 -0.4 -0.3 -1.4 0.4548
H -1.6409 1.4577 -1.3826 1.4 0.6 1.8 0.5226
H -3.1592 -2.1490 -2.6717 1.1 -1.5 1.2 0.4994
H 3.3468 1.0277 -4.1859 -0.2 1.5 -0.7 0.4755
H 2.5177 0.3857 -1.9516 0.2 -1.3 2.0 0.5064
H -1.6984 -2.7751 -0.2268 -1.0 0.3 0.8 0.5006
H -2.4540 4.3492 0.6313 0.8 0.5 -0.3 0.4798
```
Forces are in eV/Å.

Results
HOMO   -13.677 eV
Gap between HOMO and LUMO   11.0 eV
Total charge   +1
ΔE to the lowest compared entry with this formula, charge and spin   571.03 kJ/mol

(3)
3 unconnected molecules or ions with the total composition C3H10O3 in a non-equilibrium geometry. Source: the OMol25 dataset; level of theory: ωB97M-V/def2-TZVPD.

```
16
Properties=species:S:1:pos:R:3:forces:R:3:nbo_charge:R:1
O -3.9825 -5.4509 -1.2459 -1.0 -4.3 -1.8 -0.9249
O -1.0310 3.2261 1.5288 0.2 -3.7 1.0 -0.6854
O 3.4506 0.3825 0.5251 0.3 -1.9 -1.4 -0.9275
C 0.6892 0.4238 -0.6916 -1.3 -0.5 1.2 -0.6592
C -0.5882 1.8648 1.2603 0.1 -0.4 -3.9 0.1143
C 0.2160 1.6670 0.0791 -3.1 0.0 3.3 -0.2803
H -3.4677 -4.9620 -0.6855 2.0 2.2 2.3 0.4585
H 1.6910 0.6538 -1.0234 -0.2 -0.2 -0.9 0.2240
H -1.2469 1.0404 1.7201 1.5 1.6 -0.2 0.2019
H 0.8396 -0.4058 -0.0161 0.3 -0.1 0.7 0.2288
H 0.3704 2.6211 -0.4023 0.6 0.2 -0.3 0.1642
H 3.8187 0.5739 -0.3486 0.0 -0.1 0.3 0.4646
H 3.4531 1.1967 0.9597 -0.1 2.0 1.2 0.4676
H -0.0441 -0.1063 -1.3868 0.9 1.6 0.2 0.2250
H -0.5630 3.6628 0.8495 0.7 1.5 -1.1 0.4621
H -3.6053 -6.3877 -1.1224 -1.0 2.1 -0.4 0.4664
```
Forces are in eV/Å.

Results
HOMO   -8.638 eV
Gap between HOMO and LUMO   9.4 eV
SMILES string   C/C=C/O.O.O
ΔE to the lowest compared entry with this formula, charge and spin   229.17 kJ/mol

(4)
A molecular structure, C5H12O2P2 in a non-equilibrium geometry. Source: the OMol25 dataset; level of theory: ωB97M-V/def2-TZVPD.

```
21
Properties=species:S:1:pos:R:3:forces:R:3:nbo_charge:R:1
P -1.3588 -0.3575 -0.2209 1.3 1.9 0.8 1.9095
P 1.3038 -0.0647 -0.1698 -1.7 0.0 -0.8 1.9065
O -2.3119 -1.4630 -0.3615 -0.8 0.0 -0.2 -1.0730
O 2.3800 -1.0229 -0.4581 0.9 0.2 0.2 -1.0816
C -1.9403 1.3920 0.1052 -2.8 -1.1 0.8 -0.9997
C 0.3208 -3.0622 0.2063 -1.5 1.2 1.3 -0.4120
C 1.7688 1.6554 0.1786 0.6 -0.1 -5.6 -0.9837
C -0.0605 -0.0820 -1.4810 0.0 -2.3 -0.5 -1.1677
C -0.0138 -0.5234 0.9756 0.4 -1.2 0.6 -0.9565
H 2.1244 2.2258 -0.8279 -0.7 -1.6 2.1 0.2473
H -1.9926 1.9898 -0.7754 0.1 0.2 -1.0 0.2378
H 2.5460 1.7299 0.8168 2.7 0.0 2.2 0.2459
H 1.0037 2.2374 0.5113 -2.5 1.4 1.1 0.2299
H -3.0549 1.4026 0.4986 2.3 -0.1 -0.4 0.2584
H 1.2875 -3.2186 -0.1534 1.2 0.1 -1.2 0.1881
H -0.0147 -0.6009 2.1014 0.0 0.0 -1.5 0.2458
H -0.5863 -3.1838 -0.4479 1.0 0.1 1.3 0.2260
H -0.0207 -1.1895 -1.9282 0.3 2.5 0.5 0.2844
H 0.3904 -3.0533 1.3075 -1.0 -0.4 -0.7 0.1935
H -0.2074 0.6854 -2.2645 0.2 -0.5 0.5 0.2670
H -1.2725 1.9084 0.7783 0.0 -0.1 0.5 0.2342
```
Forces are in eV/Å.

Results
HOMO (spin up / spin down)   -8.862 / -9.308 eV
Gap between HOMO and LUMO (spin up / spin down)   7.7 / 9.2 eV
ΔE to the lowest compared entry with this formula, charge and spin   356.36 kJ/mol

(5)
C2H4Cl2O in the gas phase in a non-equilibrium geometry. Source: the OMol25 dataset; level of theory: ωB97M-V/def2-TZVPD.

```
9
Properties=species:S:1:pos:R:3:forces:R:3:nbo_charge:R:1
Cl -1.9845 0.5886 0.0258 0.2 -0.1 -0.2 -0.2291
Cl 2.5127 0.3689 0.0919 -2.1 0.2 -0.6 -0.1056
O -0.3134 -1.4613 -0.2180 -1.7 -1.9 1.6 -0.6613
C -0.2950 -0.2772 0.3963 -0.7 3.5 0.6 0.1754
C 0.6873 0.6768 -0.3631 0.3 -0.9 0.6 -0.3673
H -1.0912 -1.9734 0.1992 1.8 0.8 -1.1 0.4985
H -0.4584 -0.1114 1.5207 1.2 -1.1 -1.5 0.2157
H 0.4399 0.4426 -1.4052 0.9 -0.1 0.1 0.2337
H 0.5027 1.7465 -0.2476 0.1 -0.4 0.6 0.2400
```
Forces are in eV/Å.

Results
HOMO   -10.951 eV
Gap between HOMO and LUMO   11.5 eV
SMILES string   O[C@H](Cl)CCl
ΔE to the lowest compared entry with this formula, charge and spin   50.32 kJ/mol

(6)
2 unconnected molecules or ions with the total composition C4H9NO in a non-equilibrium geometry. Source: the OMol25 dataset; level of theory: ωB97M-V/def2-TZVPD.

```
15
Properties=species:S:1:pos:R:3:forces:R:3:nbo_charge:R:1
O -0.0379 0.8340 -2.5938 0.3 -0.1 0.2 -0.9458
N -2.3108 0.6856 0.2355 -0.5 0.0 0.1 -0.8038
C 2.1909 -0.6314 1.3206 0.3 -0.1 -0.1 -0.4372
C -1.2093 -0.1192 0.1082 -0.8 0.5 0.3 0.0615
C -0.1941 -0.1278 0.9711 1.2 -0.5 -0.3 -0.3745
C 1.0341 -0.8818 0.7094 -0.2 0.0 0.5 -0.1918
H 0.7315 0.6867 -2.0151 -0.4 0.0 -0.3 0.4797
H 0.9726 -1.7211 0.0317 0.0 -0.1 -0.3 0.1939
H -2.9831 0.7398 -0.5060 0.1 0.0 0.0 0.3882
H -0.1451 0.5004 1.8536 -0.3 0.2 -0.1 0.1991
H 3.1053 -1.1900 1.1456 -0.2 -0.1 -0.1 0.1955
H -1.2851 -0.7624 -0.7547 0.4 -0.2 -0.1 0.2004
H 2.2849 0.1760 2.0283 -0.1 0.2 0.2 0.1834
H 0.1455 0.3448 -3.4022 0.1 0.0 0.1 0.4688
H -2.2996 1.4663 0.8679 0.1 -0.1 0.0 0.3826
```
Forces are in eV/Å.

Results
HOMO   -7.464 eV
Gap between HOMO and LUMO   8.4 eV
SMILES string   C=C/C=C/N.O
ΔE to the lowest compared entry with this formula, charge and spin   183.09 kJ/mol

ΔE to the lowest compared entry with this formula, charge and spin of number 1 (C43H36BrCdN12O3S)? 83.37 kJ/mol